Record 1
94
Properties=species:S:1:pos:R:3 method="wB97M-V/def2-TZVPD" charge=+3 orbital_gap_ev="3.717 / 3.997" lumo_energy_ev="-12.14 / -11.86" mol_weight_g_mol=806.47
In 0.02 0.10 -0.48
P 0.31 2.84 0.60
P -2.48 0.95 -1.00
P 2.60 0.32 -1.23
H -1.33 -2.43 -8.25
C -0.51 -3.15 -8.06
C -0.65 -4.10 -7.12
H -1.64 -4.32 -6.68
C 0.56 4.41 -0.30
C -1.04 3.29 1.76
C 1.72 2.86 1.77
C -3.25 -0.01 -2.35
C -3.59 0.68 0.43
C -2.83 2.68 -1.50
C 2.96 -0.78 -2.64
C 3.75 -0.27 0.06
C 3.31 1.92 -1.76
H 0.36 -3.06 -8.72
H 0.19 -4.74 -6.79
H 0.65 5.24 0.42
H -0.30 4.61 -0.96
H 1.46 4.37 -0.92
H -0.80 4.26 2.23
H -1.14 2.52 2.53
H -2.00 3.39 1.23
H 1.81 3.87 2.22
H 2.66 2.62 1.26
H 1.54 2.13 2.57
H -4.35 0.09 -2.29
H -2.97 -1.07 -2.24
H -2.90 0.35 -3.33
H -4.48 1.32 0.33
H -3.06 0.93 1.36
H -3.90 -0.37 0.47
H -3.92 2.79 -1.60
H -2.34 2.89 -2.46
H -2.47 3.40 -0.75
H 4.05 -0.97 -2.69
H 2.62 -0.35 -3.59
H 2.44 -1.74 -2.49
H 4.75 -0.41 -0.37
H 3.40 -1.23 0.46
H 3.81 0.45 0.88
H 4.39 1.79 -1.97
H 3.19 2.68 -0.97
H 2.80 2.27 -2.66
C 0.14 0.94 -4.74
C -0.30 -0.40 -4.88
C -0.17 -1.00 -6.12
C 0.28 -0.32 -7.25
C 0.69 1.02 -7.12
C 0.64 1.62 -5.88
Se 0.11 1.89 -3.15
H -0.09 -0.90 -1.95
H -0.72 -0.94 -4.03
H -0.44 -2.05 -6.18
H 0.30 -0.83 -8.21
H 1.04 1.58 -7.98
H 0.98 2.65 -5.74
O 0.00 -0.16 1.72
P -0.06 -0.90 3.07
C -1.54 -1.90 3.17
C -2.03 -2.30 4.43
C -3.23 -3.00 4.54
C -3.96 -3.32 3.39
C -3.46 -2.96 2.14
C -2.24 -2.29 2.02
C 1.41 -1.91 3.23
C 1.31 -3.31 3.24
C 2.46 -4.10 3.36
C 3.72 -3.50 3.45
C 3.82 -2.11 3.43
C 2.68 -1.31 3.29
C -0.19 0.27 4.43
C 0.89 0.62 5.25
C 0.76 1.67 6.17
C -0.46 2.33 6.33
C -1.56 1.96 5.54
C -1.42 0.94 4.60
H -1.47 -2.05 5.34
H -3.59 -3.30 5.52
H -4.91 -3.86 3.48
H -4.03 -3.21 1.24
H -1.84 -2.06 1.03
H 0.33 -3.79 3.21
H 2.38 -5.19 3.37
H 4.62 -4.11 3.51
H 4.80 -1.62 3.51
H 2.78 -0.23 3.27
H 1.86 0.14 5.14
H 1.63 1.98 6.75
H -0.56 3.13 7.07
H -2.50 2.49 5.64
H -2.27 0.69 3.95

---

Record 2
93
Properties=species:S:1:pos:R:3 method="wB97M-V/def2-TZVPD" charge=-2 spin_multiplicity=5 orbital_gap_ev="1.770 / 5.944" de_lowest_kcal_mol=9.11 lumo_energy_ev="4.11 / 2.45" mol_weight_g_mol=667.32
Pd 0.70 -0.32 -0.61
C -0.84 2.85 1.77
C 0.05 1.40 0.30
N -0.26 1.60 1.61
H -1.46 4.31 0.33
N -0.34 2.53 -0.31
H -1.23 3.31 2.67
C -1.21 -0.61 -1.50
C -1.37 -1.04 -2.81
C -2.65 -0.88 -3.37
C -3.71 -0.35 -2.62
C -3.49 0.01 -1.30
C -2.23 -0.11 -0.72
H -0.52 -1.45 -3.36
H -2.82 -1.17 -4.40
H -4.30 0.39 -0.68
H -2.04 0.18 0.31
C -5.08 -0.21 -3.20
H -5.65 0.54 -2.66
H -5.66 -1.14 -3.15
H -5.04 0.07 -4.25
C -0.24 0.60 2.72
C -0.56 1.36 3.99
C -1.32 -0.46 2.54
H -1.59 1.74 3.95
H -0.50 0.68 4.83
H 0.15 2.18 4.16
H 1.09 -0.74 3.69
H 1.90 0.66 2.98
H -1.12 -1.14 1.70
C 1.10 -0.07 2.82
H -2.31 0.00 2.41
H -1.36 -1.05 3.47
H 1.37 -0.66 1.93
C -0.94 3.39 0.57
C -1.81 3.22 -2.09
H -2.21 4.13 -1.61
H -1.90 3.36 -3.17
C -0.33 3.00 -1.71
H 0.34 2.57 -3.64
C 0.36 4.36 -1.70
H 1.33 4.30 -1.18
H -2.45 2.37 -1.78
H -0.18 1.12 -2.77
H -0.25 5.13 -1.21
H 0.55 4.68 -2.73
C 0.36 2.07 -2.66
H 1.39 1.85 -2.38
C 2.50 -6.17 -3.70
N 1.82 -5.31 -2.82
H 3.21 -5.89 -5.69
N 2.22 -4.19 -4.61
H 2.76 -7.21 -3.58
C 1.63 -5.74 -1.45
C 1.59 -7.27 -1.44
C 2.88 -5.33 -0.67
H 2.57 -7.67 -1.75
H 1.40 -7.60 -0.42
H 0.81 -7.65 -2.12
H 0.42 -5.41 0.24
H -0.52 -5.61 -1.23
H 3.06 -4.26 -0.72
C 0.38 -5.15 -0.83
H 3.74 -5.87 -1.07
H 2.75 -5.65 0.37
H 0.28 -4.07 -0.94
C 2.73 -5.47 -4.81
C 3.83 -2.49 -5.14
H 4.63 -3.23 -5.17
H 4.09 -1.71 -5.87
C 2.53 -3.14 -5.59
H 1.84 -1.33 -6.40
C 2.82 -3.84 -6.91
H 1.97 -4.47 -7.23
H 3.76 -2.06 -4.14
H 1.09 -1.65 -4.82
H 3.72 -4.45 -6.82
H 3.01 -3.09 -7.66
C 1.43 -2.11 -5.75
H 0.56 -2.52 -6.27
C 1.72 -4.04 -3.33
S 3.07 -0.16 -0.81
C 3.61 0.84 0.45
C 3.29 2.21 0.46
C 3.46 2.93 1.64
C 4.13 2.40 2.74
C 4.61 1.09 2.65
C 4.37 0.31 1.52
H 2.88 2.66 -0.46
H 3.03 3.93 1.71
H 4.25 2.96 3.66
H 5.15 0.66 3.49
H 4.72 -0.73 1.44

---

Record 3
93
Properties=species:S:1:pos:R:3 method="wB97M-V/def2-TZVPD" charge=+3 orbital_gap_ev=5.242 de_lowest_kcal_mol=0.00 lumo_energy_ev=-9.83 mol_weight_g_mol=748.44
Sc -0.58 0.49 -0.34
P 1.74 -0.97 1.20
P 0.89 2.63 -0.13
P -1.65 -1.94 -0.34
H -1.13 2.76 -7.54
C -2.02 2.16 -7.30
C -2.79 2.39 -6.22
H -2.57 3.21 -5.54
C 3.11 -1.89 0.49
C 2.42 0.33 2.22
C 0.84 -2.12 2.22
C 0.45 3.73 -1.51
C 1.46 3.79 1.15
C 2.43 1.93 -0.86
C -2.89 -2.06 -1.65
C -2.27 -3.24 0.79
C -0.21 -2.75 -1.14
H -2.33 1.42 -8.05
H -3.71 1.81 -6.09
H 3.79 -2.19 1.31
H 3.67 -1.28 -0.22
H 2.77 -2.79 -0.03
H 3.36 -0.05 2.65
H 1.74 0.63 3.03
H 2.65 1.21 1.60
H 1.22 -3.13 2.03
H -0.23 -2.09 1.95
H 0.95 -1.88 3.29
H 1.09 4.63 -1.47
H -0.61 4.02 -1.44
H 0.62 3.21 -2.45
H 2.38 4.29 0.81
H 1.67 3.28 2.10
H 0.68 4.54 1.33
H 3.25 2.64 -0.74
H 2.27 1.71 -1.93
H 2.69 0.98 -0.37
H -3.25 -3.09 -1.64
H -2.46 -1.81 -2.63
H -3.72 -1.37 -1.43
H -2.96 -3.89 0.24
H -2.82 -2.79 1.63
H -1.45 -3.85 1.18
H -0.55 -3.60 -1.75
H 0.49 -3.11 -0.36
H 0.32 -2.04 -1.79
C 0.06 0.21 -3.36
C 1.03 -0.29 -4.24
C 0.59 -0.85 -5.45
C -0.77 -0.83 -5.78
C -1.69 -0.21 -4.91
C -1.24 0.52 -3.81
O 0.30 0.23 -2.04
H 1.07 -0.55 -0.06
H 2.09 -0.30 -3.92
H 1.31 -1.33 -6.12
H -1.14 -1.28 -6.70
H -2.77 -0.20 -5.12
H -1.88 1.19 -3.23
C -4.33 5.29 3.71
C -3.42 5.32 2.64
C -2.72 4.16 2.27
C -2.89 2.98 2.99
C -3.80 2.94 4.06
C -4.52 4.10 4.42
Sb -1.67 1.19 2.47
C -0.41 1.39 4.30
C -0.03 0.26 5.04
C 0.50 0.41 6.33
C 0.71 1.69 6.87
C 0.43 2.82 6.08
C -0.11 2.67 4.79
C -3.21 -0.33 2.95
C -3.01 -1.27 3.96
C -3.91 -2.33 4.12
C -5.05 -2.41 3.31
C -5.27 -1.42 2.34
C -4.37 -0.37 2.17
H -4.91 6.19 3.96
H -3.25 6.25 2.08
H -2.03 4.20 1.42
H -3.96 2.01 4.62
H -5.22 4.06 5.25
H -0.17 -0.74 4.62
H 0.75 -0.48 6.91
H 1.11 1.81 7.87
H 0.62 3.83 6.46
H -0.33 3.56 4.18
H -2.16 -1.20 4.66
H -3.74 -3.08 4.89
H -5.76 -3.23 3.41
H -6.16 -1.45 1.71
H -4.57 0.41 1.44

---

Record 4
108
Properties=species:S:1:pos:R:3 method="wB97M-V/def2-TZVPD" orbital_gap_ev=6.388 de_lowest_kcal_mol=113.35 lumo_energy_ev=0.23 mol_weight_g_mol=918.12
Ba -0.38 0.44 -0.81
C -4.54 4.46 -1.63
N -3.47 3.50 -1.84
C -3.32 2.96 -3.18
C -2.70 3.07 -0.83
O -1.77 2.28 -0.99
C -3.06 3.53 0.58
O -2.42 2.71 1.52
C -1.57 3.29 2.46
C -0.38 4.05 1.87
O -0.31 4.27 0.68
N 0.55 4.45 2.77
C 0.36 4.35 4.21
C 1.73 5.16 2.29
H -4.78 4.91 -2.59
H -4.24 5.26 -0.96
H -5.45 3.99 -1.23
H -2.92 3.72 -3.85
H -4.29 2.62 -3.53
H -2.63 2.11 -3.16
H -4.14 3.43 0.72
H -2.79 4.58 0.69
H -1.20 2.46 3.07
H -2.12 3.97 3.14
H 0.12 3.33 4.52
H -0.42 5.02 4.57
H 1.29 4.62 4.70
H 1.75 5.10 1.21
H 2.63 4.70 2.70
H 1.70 6.21 2.59
C 2.08 -2.33 -4.73
C 1.09 -2.31 -5.71
C -0.21 -2.06 -5.34
C -0.52 -1.81 -4.00
N 0.45 -1.81 -3.06
C 1.70 -2.06 -3.43
C -1.93 -1.58 -3.56
C -2.92 -2.44 -4.06
C -4.23 -2.30 -3.64
C -4.54 -1.28 -2.73
C -3.53 -0.44 -2.27
C -2.18 -0.55 -2.65
H 3.12 -2.52 -4.97
H 1.34 -2.49 -6.75
H -1.00 -2.03 -6.07
H 2.44 -2.04 -2.64
H -2.66 -3.23 -4.76
H -5.00 -2.96 -4.01
H -5.56 -1.16 -2.39
H -3.83 0.34 -1.57
C -1.11 -4.97 1.00
C -1.56 -4.12 -0.17
C -0.73 -4.32 -1.41
O -1.63 -2.70 0.19
P -0.70 -1.72 0.95
O -1.41 -0.42 1.04
C 0.95 -1.60 0.15
P 1.84 -0.16 0.89
O 1.08 1.11 0.93
O 3.24 0.07 0.26
C 4.42 -0.77 0.08
C 4.14 -2.26 0.17
C 5.02 -0.38 -1.24
O 2.12 -0.74 2.33
C 3.03 0.01 3.19
C 3.68 -1.01 4.11
C 2.29 1.10 3.93
O -0.36 -2.35 2.35
C -1.38 -2.37 3.40
C -1.00 -3.50 4.33
C -1.43 -1.03 4.12
H -1.09 -6.01 0.68
H -1.80 -4.89 1.84
H -0.12 -4.69 1.35
H -2.60 -4.34 -0.39
H 0.33 -4.12 -1.22
H -1.07 -3.66 -2.20
H -0.84 -5.35 -1.74
H 0.79 -1.44 -0.94
H 1.50 -2.52 0.33
H 5.09 -0.49 0.90
H 3.57 -2.60 -0.70
H 3.61 -2.53 1.08
H 5.09 -2.79 0.17
H 4.37 -0.68 -2.07
H 6.00 -0.84 -1.36
H 5.13 0.70 -1.31
H 3.79 0.47 2.56
H 2.93 -1.50 4.72
H 4.39 -0.51 4.77
H 4.22 -1.77 3.53
H 1.59 0.68 4.65
H 1.75 1.72 3.22
H 3.01 1.72 4.47
H -2.34 -2.57 2.93
H -0.01 -3.32 4.74
H -0.99 -4.46 3.82
H -1.71 -3.55 5.15
H -0.48 -0.86 4.63
H -2.23 -1.05 4.86
H -1.61 -0.22 3.42
O 1.59 0.59 -1.95
N 2.47 1.11 -2.73
C 2.12 2.18 -3.38
C 3.10 2.76 -4.25
N 3.89 3.22 -4.95
C 0.83 2.83 -3.29
N -0.17 3.41 -3.28

---

Record 5
112
Properties=species:S:1:pos:R:3 method="wB97M-V/def2-TZVPD" charge=-2 orbital_gap_ev="3.881 / 3.882" de_lowest_kcal_mol=17.65 lumo_energy_ev="3.40 / 3.40" mol_weight_g_mol=876.89
Ca -0.15 0.15 0.04
N 0.03 2.74 0.63
C -1.35 3.15 0.36
C -2.50 2.16 0.53
N -2.58 0.94 -0.23
C -3.13 0.99 -1.58
C -2.33 1.57 -2.74
N -1.04 0.96 -3.08
H 0.64 3.41 0.20
H 0.23 2.33 1.54
H -1.63 4.01 1.00
H -1.39 3.54 -0.67
H -2.51 1.86 1.59
H -3.43 2.75 0.40
H -2.97 0.16 0.29
H -3.40 -0.03 -1.83
H -4.08 1.57 -1.57
H -3.06 1.54 -3.57
H -2.14 2.63 -2.56
H -1.04 -0.05 -3.11
H -0.64 1.62 -3.70
O 1.43 -2.37 -3.56
C 0.59 -2.03 -2.71
O 0.72 -1.13 -1.86
C -0.77 -2.76 -2.76
C -0.90 -3.70 -3.76
C -2.08 -4.42 -4.00
C -3.20 -4.19 -3.19
C -3.07 -3.28 -2.20
C -1.89 -2.50 -1.88
O -1.97 -1.66 -0.95
N -4.26 -3.01 -1.37
O -4.47 -3.73 -0.41
O -4.99 -2.09 -1.70
N -2.17 -5.36 -5.06
O -1.20 -5.55 -5.78
O -3.23 -5.98 -5.22
H -0.04 -3.86 -4.39
H -4.12 -4.72 -3.37
C 1.33 1.72 -1.83
P 2.67 1.14 -0.70
C 3.02 2.53 0.49
N 3.56 3.64 0.05
C 3.88 4.61 0.96
C 4.46 5.82 0.52
C 4.78 6.79 1.42
C 4.55 6.58 2.80
C 3.99 5.42 3.25
C 3.65 4.40 2.33
N 3.10 3.24 2.78
C 2.77 2.31 1.92
P 1.77 0.82 2.55
C 1.39 1.59 4.18
C 3.07 -0.46 2.96
C 3.64 -1.01 1.65
C 2.33 -1.62 3.62
C 4.19 0.08 3.85
C 4.09 1.25 -1.93
C 4.01 -0.09 -2.69
C 5.42 1.28 -1.17
C 4.05 2.41 -2.93
H 1.48 2.76 -2.16
H 0.33 1.70 -1.46
H 1.43 1.06 -2.69
H 4.62 5.94 -0.55
H 5.22 7.72 1.09
H 4.82 7.36 3.51
H 3.80 5.23 4.30
H 2.25 2.02 4.69
H 0.93 0.82 4.81
H 0.65 2.38 4.03
H 2.81 -1.35 1.02
H 4.31 -1.85 1.89
H 4.23 -0.25 1.12
H 1.56 -1.97 2.92
H 1.88 -1.34 4.58
H 3.04 -2.43 3.80
H 4.72 0.91 3.37
H 4.90 -0.72 4.04
H 3.81 0.43 4.81
H 4.08 -0.94 -2.01
H 4.84 -0.14 -3.41
H 3.07 -0.23 -3.24
H 5.49 0.45 -0.47
H 5.56 2.22 -0.63
H 6.24 1.18 -1.89
H 3.16 2.36 -3.56
H 4.92 2.33 -3.59
H 4.07 3.37 -2.43
C -4.25 -2.95 3.89
N -3.29 -3.31 2.86
C -2.04 -3.71 3.50
N -1.50 -2.70 4.41
C -2.52 -2.36 5.39
N -3.80 -1.92 4.82
C -3.64 -0.63 4.12
P -2.39 -0.67 2.73
C -3.06 -2.20 1.92
C -1.05 -1.52 3.66
H -4.47 -3.85 4.47
H -5.17 -2.62 3.40
H -1.29 -3.91 2.73
H -2.23 -4.62 4.08
H -2.14 -1.57 6.04
H -2.73 -3.25 6.00
H -3.34 0.13 4.85
H -4.62 -0.33 3.72
H -2.32 -2.49 1.17
H -4.00 -1.97 1.41
H -0.59 -0.82 4.36
H -0.33 -1.76 2.85
O 0.40 -1.48 1.11